Record 1
Density functional theory data (the ωB97M-V functional and the def2-TZVPD basis) for C5H8N2O in the gas phase.

Properties
- lowest unoccupied orbital energy (Eh) = 0.0232
- M (g/mol) = 112.1
- SMILES = C[C@@H]1[C@@H]2N=CN(O)[C@H]12
- net charge = 0
- relative energy (zero: lowest compared OMol25 entry of this formula, charge and spin) (eV) = 4.237
- orbital gap (eV) = 9.2855
- HOMO energy (eV) = -8.654

The geometry in XYZ format:
```
16
Properties=species:S:1:pos:R:3:forces:R:3
C -0.666 1.417 -1.293 -1.7 -0.5 0.9
C -1.329 0.587 -0.114 3.2 1.3 -1.4
C -0.635 0.488 1.215 -1.3 -0.8 0.8
C 1.322 0.057 0.553 2.1 0.1 0.3
C -0.816 -0.763 0.277 0.8 0.2 0.7
H 0.386 1.175 -1.318 0.3 -0.2 -0.5
H -1.223 1.167 -2.240 0.9 0.5 0.8
H -0.678 2.510 -1.079 -0.4 -0.8 -0.2
H -2.350 0.638 0.027 -2.0 0.5 0.0
H -1.183 0.705 2.100 -1.0 -0.4 0.3
H 2.423 0.223 0.377 -1.3 -0.7 -0.2
H 0.330 -1.066 -2.016 2.1 -1.8 2.7
H -1.489 -1.606 0.472 0.6 0.2 -0.2
N 0.732 0.763 1.460 0.6 -0.5 -2.6
N 0.594 -0.997 -0.043 -1.0 0.8 0.8
O 0.906 -1.602 -1.259 -1.9 2.3 -2.3
```
Forces are in eV/Å.

Record 2
Density functional theory data (the ωB97M-V functional and the def2-TZVPD basis) for a molecular structure, C4H3NS2.

Properties
- lowest unoccupied orbital energy (Eh) = -0.0302
- M (g/mol) = 129.2
- net charge = 0
- relative energy (zero: lowest compared OMol25 entry of this formula, charge and spin) (eV) = 3.814
- orbital gap (eV) = 7.9940
- HOMO energy (eV) = -8.816

The geometry in XYZ format:
```
10
Properties=species:S:1:pos:R:3:forces:R:3
C -1.924 1.304 0.150 -1.1 -0.8 0.8
C -3.126 0.911 0.412 1.1 -0.2 -1.0
C -0.779 -0.316 -0.192 -2.1 -0.5 -0.1
C 1.882 -0.377 -0.011 1.5 1.2 1.3
N -0.653 0.935 0.108 0.2 0.7 -0.1
S -2.644 -0.736 -0.228 1.4 1.2 0.5
S 0.461 -1.450 -0.528 1.2 0.8 0.5
H 1.677 0.644 0.503 -0.6 -2.2 -0.5
H 2.462 0.011 -0.846 -0.2 -0.6 -0.6
H 2.645 -0.928 0.633 -1.4 0.4 -0.8
```
Forces are in eV/Å.

Record 3
Density functional theory data (the ωB97M-V functional and the def2-TZVPD basis) for C4H6N2O in the gas phase.

Properties
- lowest unoccupied orbital energy (Eh) = 0.0312
- M (g/mol) = 98.1
- SMILES = Nc1[nH]ccc1O
- net charge = 0
- relative energy (zero: lowest compared OMol25 entry of this formula, charge and spin) (eV) = 1.983
- orbital gap (eV) = 8.2215
- HOMO energy (eV) = -7.373

The geometry in XYZ format:
```
13
Properties=species:S:1:pos:R:3:forces:R:3
N 1.775 0.965 -0.143 0.2 -0.2 0.1
C 0.582 0.490 0.492 -0.2 -0.1 -0.3
C 0.112 -0.807 0.493 -0.1 0.2 -0.1
O 0.929 -1.865 0.773 -0.1 -0.1 -0.3
C -1.204 -0.786 -0.030 -0.1 -0.1 0.0
C -1.529 0.542 -0.239 -0.2 0.0 0.1
N -0.484 1.300 0.181 0.0 0.0 -0.3
H 1.445 0.965 -1.116 0.7 0.3 0.1
H 2.475 0.231 -0.122 0.2 0.1 0.3
H 0.424 -2.682 0.703 0.1 0.1 0.0
H -1.775 -1.642 -0.365 -0.1 0.1 0.3
H -2.400 0.998 -0.680 -0.2 -0.1 0.3
H -0.350 2.291 0.053 -0.2 -0.2 -0.1
```
Forces are in eV/Å.

Record 4
Density functional theory data (the ωB97M-V functional and the def2-TZVPD basis) for a molecular structure, C10H8O2Pb.

Properties
- lowest unoccupied orbital energy (Eh) = -0.4077
- M (g/mol) = 367.4
- net charge = +2
- orbital gap (eV) = 5.1981
- HOMO energy (eV) = -16.291

The geometry in XYZ format:
```
21
Properties=species:S:1:pos:R:3:forces:R:3
C -1.131 2.805 1.309 1.0 0.5 1.2
C -0.784 1.765 0.746 -0.4 0.4 -0.6
C -0.396 0.667 0.042 0.1 -0.7 -0.1
C -1.267 -0.318 -0.350 0.0 0.3 0.4
C -2.698 -0.373 -0.023 0.1 -0.3 0.2
C -0.659 -1.408 -1.205 0.5 0.1 0.1
O -1.274 -1.850 -2.124 -0.6 -0.3 -0.3
C 0.707 -1.791 -0.818 0.2 0.3 0.4
C 1.561 -0.849 -0.392 -0.1 -0.6 -0.1
C 2.962 -1.133 0.038 -0.4 -0.2 0.2
C 1.062 0.544 -0.375 0.0 -0.1 -0.3
O 1.705 1.506 -0.676 0.3 0.6 0.4
H -1.638 3.704 1.523 -2.0 0.0 -1.0
H -3.269 0.234 -0.722 -0.2 0.1 -0.1
H -2.858 -0.033 0.997 -0.2 0.3 0.1
H -3.057 -1.394 -0.087 -0.1 -0.1 -0.2
H 0.989 -2.830 -0.882 0.0 -0.2 -0.3
H 3.699 -0.780 -0.673 0.1 0.2 -0.1
H 3.134 -0.686 1.015 0.2 0.2 0.0
H 3.054 -2.203 0.177 0.2 -0.2 -0.2
Pb 0.157 4.425 2.479 1.1 -0.3 0.2
```
Forces are in eV/Å.

Record 5
Density functional theory data (the ωB97M-V functional and the def2-TZVPD basis) for a gas-phase ion, C11H15N2 (charge +1).

Properties
- lowest unoccupied orbital energy (spin up / spin down) (Eh) = -0.1178 / -0.2107
- M (g/mol) = 175.3
- net charge = +1
- relative energy (zero: lowest compared OMol25 entry of this formula, charge and spin) (eV) = 2.863
- multiplicity = 3
- orbital gap (spin up / spin down) (eV) = 4.7303 / 6.6425
- HOMO energy (spin up / spin down) (eV) = -7.935 / -12.375

The geometry in XYZ format:
```
28
Properties=species:S:1:pos:R:3:forces:R:3
C 3.628 1.528 -0.090 -1.4 -1.6 -0.8
C 2.865 2.647 0.204 -3.1 -1.5 -0.6
C 2.966 0.355 -0.410 2.8 2.0 1.2
C 1.410 2.605 0.168 0.4 -0.8 1.4
C 1.658 0.224 -0.108 -5.0 -4.6 -1.3
C 0.829 1.334 0.198 -0.7 0.4 -0.6
C 0.819 -0.970 -0.397 6.8 0.8 0.5
C -0.509 -0.852 -0.356 -6.5 7.5 1.7
C -0.638 0.867 0.200 1.5 -0.1 -3.3
C -2.940 -1.126 -1.039 0.6 -0.7 0.2
C -1.487 -2.949 -0.040 -0.2 -1.2 -3.2
N -1.692 -1.510 -0.303 1.7 -1.9 0.0
N -1.200 0.900 1.569 -1.0 -0.6 1.5
H 4.681 1.444 -0.220 0.7 0.9 0.1
H 3.348 3.517 0.339 1.3 3.2 0.5
H 3.592 -0.396 -0.739 0.7 -2.0 -0.7
H 0.742 3.484 0.301 1.0 -0.4 -0.2
H 1.179 -1.899 -0.749 1.1 -0.7 -0.3
H -1.183 1.567 -0.515 -0.1 -1.1 1.3
H -2.587 -0.455 -1.868 -1.0 -0.5 0.8
H -3.371 -2.126 -1.442 0.5 2.0 0.5
H -3.631 -0.660 -0.263 0.5 -0.4 -1.5
H -0.812 -3.065 0.798 -0.6 -0.3 0.5
H -2.527 -3.353 -0.076 1.2 -0.3 1.0
H -0.926 -3.557 -0.950 -1.3 1.7 1.8
H -0.484 0.894 2.330 -0.5 0.3 -0.7
H -1.734 0.052 1.670 0.2 -1.4 0.1
H -1.998 1.498 1.788 0.5 1.4 -0.1
```
Forces are in eV/Å.

Record 6
Density functional theory data (the ωB97M-V functional and the def2-TZVPD basis) for a molecular structure, C17H19ClN4O5S7SbW.

Properties
- lowest unoccupied orbital energy (spin up / spin down) (Eh) = 0.1381 / 0.1405
- M (g/mol) = 924.9
- net charge = -2
- relative energy (zero: lowest compared OMol25 entry of this formula, charge and spin) (eV) = 2.941
- multiplicity = 2
- orbital gap (spin up / spin down) (eV) = 5.5744 / 5.9398
- HOMO energy (spin up / spin down) (eV) = -1.816 / -2.116

The geometry in XYZ format:
```
55
Properties=species:S:1:pos:R:3:forces:R:3
W 0.455 0.109 0.593 -1.0 3.1 1.9
S 0.579 2.550 1.846 -0.1 -0.3 -0.2
C -0.821 2.588 2.875 0.1 0.3 0.2
C -0.819 3.574 3.927 0.0 -0.2 -0.1
N -0.791 4.396 4.733 0.0 0.0 0.0
C -1.881 1.762 2.709 -0.2 -0.1 0.2
S -2.048 0.631 1.400 0.2 -0.2 -0.2
C -2.955 1.786 3.672 0.2 0.1 -0.2
N -3.813 1.806 4.441 0.0 0.0 0.0
S -0.192 0.480 -3.875 -0.3 -0.3 0.0
Sb 1.254 -0.262 -2.272 0.7 0.7 -2.1
S 3.250 0.457 -3.132 0.1 -0.1 0.1
S -1.026 -1.605 -0.402 0.2 -1.1 1.3
N -0.278 1.563 -0.772 -0.2 -0.3 0.3
C -0.395 2.598 -1.258 0.6 0.1 -0.6
N -0.217 3.711 -1.904 -0.2 0.3 0.3
C -1.285 4.476 -2.534 0.0 -0.2 -0.2
C -1.112 4.328 -4.036 0.0 0.0 -0.1
O 0.159 4.826 -4.431 0.0 0.0 0.1
C 1.205 4.037 -3.851 0.0 0.0 -0.1
C 1.140 4.076 -2.334 0.0 0.0 -0.1
H -1.167 5.523 -2.243 -0.1 0.0 0.0
H -2.255 4.111 -2.201 0.0 -0.1 0.0
H -1.867 4.901 -4.577 0.0 0.0 0.0
H -1.190 3.266 -4.298 -0.1 0.0 0.0
H 2.147 4.470 -4.187 0.0 0.0 0.0
H 1.142 3.000 -4.196 0.0 0.0 0.0
H 1.337 5.087 -1.966 0.0 0.0 0.0
H 1.859 3.382 -1.900 0.0 0.0 0.0
O 2.261 -1.057 4.127 0.1 0.0 -0.1
Cl 1.720 0.161 3.377 -0.5 -0.3 0.3
O 1.745 -1.533 0.650 0.7 0.5 -0.1
O 0.329 -0.296 2.557 1.0 -0.4 0.6
O 2.146 0.828 0.390 -0.7 -0.5 -0.1
S -0.809 -2.739 1.462 -0.7 0.0 -1.2
C -2.230 -3.784 1.366 0.0 0.0 0.0
C -2.596 -4.459 0.200 0.0 0.0 0.0
C -3.663 -5.342 0.204 0.0 0.0 0.0
C -4.384 -5.572 1.372 0.0 0.0 0.0
C -4.040 -4.887 2.527 0.0 0.0 0.0
C -2.979 -3.990 2.523 0.0 -0.1 0.1
H -2.037 -4.273 -0.709 0.0 0.0 0.0
H -3.933 -5.859 -0.709 0.0 0.0 0.0
H -5.213 -6.270 1.375 0.0 0.0 0.0
H -4.607 -5.041 3.438 0.0 0.0 0.0
H -2.718 -3.442 3.420 0.0 0.0 0.0
C 4.224 -0.708 1.518 -0.1 0.3 0.1
S 3.148 -1.006 0.122 0.4 -1.2 -0.2
C 3.809 -2.674 -0.157 -0.1 -0.2 0.0
H 3.843 -1.258 2.382 0.0 0.0 0.0
H 4.244 0.360 1.716 -0.1 0.0 0.0
H 5.212 -1.065 1.232 0.0 0.0 0.0
H 4.833 -2.560 -0.515 0.0 0.0 0.0
H 3.204 -3.127 -0.940 0.0 0.0 0.0
H 3.770 -3.290 0.742 0.0 0.0 0.0
```
Forces are in eV/Å.

> Which of these has the lowest M?

C4H6N2O

> The lowest M belongs to which entry?

C4H6N2O

> Which of these has the lowest net charge?

C17H19ClN4O5S7SbW